ORCA calculation (the ωB97M-V functional and the def2-TZVPD basis) on C6H10O as an isolated structure.

relative energy (zero: lowest compared OMol25 entry of this formula, charge and spin)	77.4	kcal/mol
E_tot	-8427.884	eV
LUMO level	0.0388	Eh
M	98.1	g mol⁻¹
HOMO	-8.579	eV

Atoms and positions in Å:
C: 1.0833 1.4065 -1.2870
C: 0.5518 1.2323 0.0109
C: -0.9253 1.0376 0.2216
C: -1.3903 -0.2246 0.9172
C: -0.7652 -1.3967 0.9816
C: 0.5999 -1.7060 0.4315
O: 1.2980 -0.5483 0.0674
H: 2.0285 1.9341 -1.3975
H: 0.3784 1.5101 -2.1116
H: 1.3490 0.0500 -1.0201
H: 1.1204 1.5432 0.8839
H: -1.4345 1.0975 -0.7506
H: -1.2807 1.9031 0.7990
H: -2.3835 -0.1500 1.3572
H: -1.2665 -2.2281 1.4765
H: 1.1702 -2.2694 1.1875
H: 0.4954 -2.3754 -0.4359


ORCA calculation (the ωB97M-V functional and the def2-TZVPD basis) on an isolated ion of composition C3H6N2S and charge +2.

relative energy (zero: lowest compared OMol25 entry of this formula, charge and spin)	60.6	kcal/mol
E_tot	-17000.614	eV
LUMO level (alpha / beta)	-0.4378 / -0.4377	Eh
M	102.2	g mol⁻¹
charge	+2
HOMO (alpha / beta)	-19.942 / -19.942	eV

Atoms and positions in Å:
C: -1.0474 0.8119 -2.3870
C: -0.1989 0.2327 -0.5911
C: 0.6106 -0.6069 0.3606
N: -0.0212 0.2286 -2.0637
N: 0.5225 -0.2815 1.8062
S: -1.6363 1.1919 -0.5698
H: -1.5379 1.1938 -3.2989
H: 1.7680 -0.5194 0.0120
H: 0.3125 -1.5995 0.2184
H: -0.3388 -0.6685 2.0012
H: 0.3610 0.6183 2.0950
H: 1.2058 -0.6012 2.4170


ORCA calculation (the ωB97M-V functional and the def2-TZVPD basis) on a 2-piece molecular cluster, C6H10N2 overall.

relative energy (zero: lowest compared OMol25 entry of this formula, charge and spin)	101.6	kcal/mol
E_tot	-9360.031	eV
LUMO level (alpha / beta)	-0.0206 / -0.0283	Eh
M	110.2	g mol⁻¹
HOMO (alpha / beta)	-8.147 / -9.584	eV

Atoms and positions in Å:
C: -1.7312 -0.5946 0.3971
C: 0.3499 -2.1669 0.0449
C: 0.6313 -0.8007 0.1279
C: 1.9391 -0.1089 -0.0663
C: -0.3645 1.4105 1.0196
C: -0.4893 0.0768 0.4096
N: -2.8014 -0.9674 0.3254
N: -0.9035 0.7442 -1.7336
H: -0.6136 -2.4499 -0.1209
H: 1.1868 -2.8889 -0.0002
H: 1.7023 0.8777 -0.5342
H: 2.5067 0.1443 0.8349
H: 2.5014 -0.7004 -0.7841
H: -0.7054 2.2992 0.4866
H: -1.1001 1.4075 1.8684
H: 0.6118 1.5587 1.3754
H: -0.9133 1.7290 -1.6624
H: -1.8069 0.4299 -1.9880


ORCA calculation (the ωB97M-V functional and the def2-TZVPD basis) on one molecule with the formula C5H7NO.

relative energy (zero: lowest compared OMol25 entry of this formula, charge and spin)	54.3	kcal/mol
E_tot	-8833.850	eV
LUMO level	0.0274	Eh
M	97.1	g mol⁻¹
structure (SMILES)	[H]/N=C\[C@]1(C)CC1=O
HOMO	-9.496	eV

Atoms and positions in Å:
H: 0.2797 1.9308 -1.4799
N: 1.0553 2.0208 -0.8183
C: 1.0791 1.0400 -0.0155
C: 0.1183 -0.1123 0.0488
C: -0.6438 -0.4869 -1.2090
C: -0.5971 -0.2234 1.4532
C: 0.3788 -1.2145 1.0031
O: 0.9206 -2.2668 1.1944
H: 1.8660 1.0459 0.7468
H: -0.0144 -1.1015 -1.8603
H: -0.9608 0.3952 -1.7744
H: -1.5426 -1.0614 -0.9685
H: -1.6565 -0.4708 1.4804
H: -0.2826 0.5050 2.1991


ORCA calculation (the ωB97M-V functional and the def2-TZVPD basis) on an isolated ion of composition C11H17N2O and charge +1.

relative energy (zero: lowest compared OMol25 entry of this formula, charge and spin)	86.2	kcal/mol
E_tot	-16701.004	eV
LUMO level (alpha / beta)	-0.1999 / -0.1999	Eh
M	193.3	g mol⁻¹
charge	+1
HOMO (alpha / beta)	-13.694 / -13.694	eV

Atoms and positions in Å:
C: -1.4718 -1.2893 -0.4015
C: 1.3745 -0.9998 -2.9878
C: 2.3120 -0.1003 -2.1756
C: 0.0794 0.7439 -2.0342
C: 0.0609 -1.3349 -0.9092
C: 0.0048 -0.7514 -2.3435
C: 1.3434 0.6269 -1.1780
C: 1.0303 -0.4887 -0.2825
C: 0.2035 1.0078 3.1259
C: -2.3246 0.5218 3.2436
C: -1.1440 0.9726 2.3865
N: -1.7343 -0.5995 0.7743
N: -0.9557 0.2387 1.2072
O: -2.3068 -1.8544 -1.0145
H: 1.3342 -0.6879 -4.0299
H: 1.6684 -2.0468 -2.9656
H: 3.0959 -0.6555 -1.6619
H: 2.7893 0.6624 -2.7885
H: 0.2211 1.3555 -2.9196
H: -0.7791 1.1202 -1.4785
H: 0.2570 -2.4078 -0.8190
H: -0.8419 -1.0993 -2.9285
H: 1.7659 1.5252 -0.7407
H: 1.5880 -0.7304 0.6058
H: 1.0139 1.2387 2.4393
H: 0.1708 1.7732 3.8959
H: 0.3941 0.0452 3.5933
H: -2.0698 0.5929 4.2965
H: -2.5741 -0.5119 3.0145
H: -3.2067 1.1321 3.0638
H: -1.2986 2.0007 2.0123


ORCA calculation (the ωB97M-V functional and the def2-TZVPD basis) on C4H5O2Zn as an isolated structure.

relative energy (zero: lowest compared OMol25 entry of this formula, charge and spin)	40.7	kcal/mol
E_tot	-56738.122	eV
LUMO level	0.1127	Eh
M	150.5	g mol⁻¹
charge	-1
HOMO	-3.280	eV

Atoms and positions in Å:
O: 2.6797 -1.3217 -0.0005
C: 1.3927 -1.5455 0.4849
H: 1.2976 -1.2423 1.5567
H: 1.0209 -2.5605 0.2071
C: 0.5978 -0.5049 -0.3513
C: -0.7034 -0.1701 0.3429
C: -1.8967 -0.3251 -0.1882
O: -2.9494 -0.3548 -0.7029
Zn: 0.5920 2.3495 -0.9453
H: 0.3560 -0.9458 -1.3335
H: -0.7043 0.2303 1.3626
H: 1.8701 -0.2303 -0.7762


ORCA calculation (the ωB97M-V functional and the def2-TZVPD basis) on C20H37N6PS5Sc as an isolated structure.

relative energy (zero: lowest compared OMol25 entry of this formula, charge and spin)	15.2	kcal/mol
E_tot	-114445.512	eV
LUMO level	-0.1079	Eh
M	597.8	g mol⁻¹
charge	+1
HOMO	-9.362	eV

Atoms and positions in Å:
Sc: 0.7836 0.1443 0.9734
S: 3.0085 -3.5232 2.6566
C: 2.2210 -2.3428 1.8305
S: 0.4965 -2.2963 1.6715
S: 3.0712 -1.0133 1.0920
C: -0.3741 0.3615 -4.2711
C: -0.4639 0.5716 -2.7607
C: -1.9138 0.7950 -2.3179
P: 0.3530 -0.7202 -1.6742
C: -0.6465 -2.2973 -1.7137
C: -0.9586 -2.8538 -3.1002
C: -1.9191 -2.2209 -0.8582
C: 1.8623 -1.1656 -2.6625
C: 2.8606 -0.0075 -2.5681
C: 2.4945 -2.4793 -2.1993
H: -0.9549 1.1363 -4.7774
H: -0.7766 -0.6025 -4.5737
H: 0.6520 0.4353 -4.6303
H: 0.1070 1.4760 -2.5183
H: -2.5534 -0.0048 -2.6899
H: -2.2934 1.7318 -2.7341
H: -2.0080 0.8317 -1.2301
H: 0.0320 -2.9819 -1.1989
H: -1.7212 -2.2534 -3.5969
H: -1.3521 -3.8672 -3.0001
H: -0.0739 -2.9007 -3.7358
H: -2.7612 -1.8265 -1.4283
H: -1.7631 -1.5923 0.0143
H: -2.1811 -3.2209 -0.5064
H: 1.5460 -1.2794 -3.7013
H: 3.2238 0.0917 -1.5444
H: 2.4118 0.9406 -2.8773
H: 3.7241 -0.1942 -3.2083
H: 2.7142 -2.4575 -1.1319
H: 3.4393 -2.6209 -2.7274
H: 1.8604 -3.3393 -2.4113
C: -0.9631 4.3954 -2.0223
N: -1.0805 3.8507 -0.6717
C: -2.3079 4.1516 0.0701
C: -0.2294 2.9864 -0.2191
N: 0.5489 2.2080 0.1570
H: -0.9926 5.4839 -1.9798
H: -1.7971 4.0493 -2.6353
H: -0.0289 4.0808 -2.4804
H: -2.3624 5.2207 0.2749
H: -2.3256 3.5997 1.0057
H: -3.1722 3.8575 -0.5270
S: -1.8029 0.7180 1.6556
C: -2.4840 -0.4675 2.6663
N: -2.2710 -0.5590 3.9708
C: -2.9518 -1.7080 4.5687
C: -3.7955 -2.2428 3.3925
N: -3.3529 -1.3960 2.2828
H: -1.5011 -0.0789 4.4104
H: -3.5731 -1.3908 5.4040
H: -2.2266 -2.4402 4.9229
H: -4.8647 -2.1169 3.5627
H: -3.5987 -3.2922 3.1803
H: -3.6593 -1.5147 1.3341
S: 0.9808 -0.2414 4.2659
C: 2.2907 0.5906 3.7068
N: 3.5090 0.4898 4.3341
C: 4.5792 1.2116 3.9617
C: 4.4513 2.1256 2.9597
C: 3.2161 2.1679 2.2962
N: 2.1978 1.3970 2.6035
H: 3.5650 -0.1959 5.0737
H: 5.5034 1.0390 4.4943
H: 5.2777 2.7419 2.6458
H: 3.0743 2.8247 1.4446


ORCA calculation (the ωB97M-V functional and the def2-TZVPD basis) on one molecule with the formula CH4INS.

relative energy (zero: lowest compared OMol25 entry of this formula, charge and spin)	6.9	kcal/mol
E_tot	-21527.072	eV
LUMO level	-0.0219	Eh
M	189.0	g mol⁻¹
structure (SMILES)	CNSI
HOMO	-8.783	eV

Atoms and positions in Å:
C: -0.8564 -0.3466 -0.4208
N: -0.2670 0.6053 0.5745
S: 1.0824 1.4660 0.1391
I: 2.9654 -0.1412 -0.1137
H: -0.9013 -1.2800 0.3055
H: -1.8642 0.1002 -0.6104
H: -0.2487 -0.5755 -1.3087
H: 0.0900 0.1719 1.4345


ORCA calculation (the ωB97M-V functional and the def2-TZVPD basis) on a 2-piece molecular cluster, C4H12N2Si overall.

relative energy (zero: lowest compared OMol25 entry of this formula, charge and spin)	21.1	kcal/mol
multiplicity	3
E_tot	-15196.175	eV
LUMO level (alpha / beta)	0.0401 / -0.0209	Eh
M	116.2	g mol⁻¹
HOMO (alpha / beta)	-4.743 / -9.510	eV

Atoms and positions in Å:
C: -1.1607 -2.4410 1.5163
C: -0.8548 -1.2249 1.9511
C: -1.6867 0.9875 -0.7380
C: -0.3161 0.6587 -1.2805
N: 2.5792 -0.3522 -0.5119
N: 1.3686 1.8397 0.9320
Si: 1.1833 0.4378 0.0267
H: -1.7649 -3.0528 2.1825
H: -0.9743 -2.7319 0.4812
H: -1.2471 -0.7365 2.9282
H: -1.9780 0.2487 0.0356
H: -1.7634 2.0077 -0.2466
H: -2.4994 0.9047 -1.5038
H: 0.0760 1.4473 -1.9505
H: -0.1331 -0.2131 -1.8183
H: 2.6622 -1.1758 -1.1301
H: 3.5488 0.0330 -0.2227
H: 0.5233 2.3929 0.8003
H: 1.6012 1.9586 1.9267


ORCA calculation (the ωB97M-V functional and the def2-TZVPD basis) on a 3-piece molecular cluster, C3H15N2O2 overall.

relative energy (zero: lowest compared OMol25 entry of this formula, charge and spin)	22.1	kcal/mol
E_tot	-10423.067	eV
LUMO level	-0.1143	Eh
M	111.2	g mol⁻¹
charge	+1
HOMO	-12.970	eV

Atoms and positions in Å:
N: -2.2118 -0.9712 0.0320
C: -0.9076 -1.3261 0.7595
C: 0.2297 -0.7243 -0.0924
N: -0.1548 0.5488 -0.6778
C: 0.3517 1.7599 -0.0143
H: -2.0687 -0.8812 -0.9749
H: -2.8967 -1.7102 0.1955
H: -2.5928 -0.1089 0.4160
H: -1.0089 -0.8194 1.7104
H: -0.8245 -2.4007 0.8277
H: 1.1033 -0.7891 0.5535
H: 0.4434 -1.3978 -0.9210
H: 0.2398 0.5156 -1.6090
H: 0.2991 1.6265 1.0644
H: -0.2812 2.6186 -0.2360
H: 1.3706 2.0182 -0.3141
H: 0.5495 0.4579 3.8551
H: 1.6559 0.0281 2.8828
O: 0.7485 0.3479 2.9173
H: 1.6122 1.0928 -3.5280
H: 2.6261 -0.0468 -3.5455
O: 1.7170 0.1615 -3.3014


ORCA calculation (the ωB97M-V functional and the def2-TZVPD basis) on one molecule with the formula C5H9ClN2.

relative energy (zero: lowest compared OMol25 entry of this formula, charge and spin)	26.7	kcal/mol
E_tot	-20832.696	eV
LUMO level	0.0320	Eh
M	132.6	g mol⁻¹
structure (SMILES)	[H]/N=C\NC1(CCl)CC1
HOMO	-9.314	eV

Atoms and positions in Å:
H: 3.3930 -0.9559 0.2435
N: 3.0968 -0.2101 0.8952
C: 1.8536 0.0175 0.8127
N: 0.9124 -0.6063 0.0117
C: -0.3847 -0.0337 -0.1962
C: -0.3548 1.1243 -1.1790
Cl: -1.9472 1.8680 -1.5041
C: -1.5510 -0.9913 -0.1458
C: -1.3083 -0.0227 0.9917
H: 1.4034 0.7590 1.4623
H: 1.2368 -1.1924 -0.7081
H: 0.0263 0.7810 -2.1108
H: 0.2956 1.9083 -0.8139
H: -2.4088 -0.7882 -0.7890
H: -1.3428 -2.0470 0.0133
H: -2.0333 0.8171 1.0713
H: -0.8870 -0.4276 1.9453


ORCA calculation (the ωB97M-V functional and the def2-TZVPD basis) on one molecule with the formula C3H2ClN.

relative energy (zero: lowest compared OMol25 entry of this formula, charge and spin)	112.1	kcal/mol
E_tot	-17149.983	eV
LUMO level (alpha / beta)	-0.0382 / -0.0382	Eh
M	87.5	g mol⁻¹
HOMO (alpha / beta)	-9.416 / -9.415	eV

Atoms and positions in Å:
C: -0.9137 0.0264 -1.7395
C: 0.4170 1.0114 1.2689
C: -0.4678 -0.1377 -0.6250
N: 0.1540 0.0556 0.5488
Cl: 0.8456 -1.6945 1.1921
H: -1.1589 -0.0893 -2.7314
H: 1.1239 0.8281 2.0861